67
Properties=species:S:1:pos:R:3:forces:R:3 method="wB97M-V/def2-TZVPD" homo_energy_ev=-10.572 gap_ev=7.7710 charge=+1 energy_ha=-1580.25380 lumo_ev=-2.80
Rb 0.1848 1.1524 -1.1469 -0.1 0.2 -0.7
N 0.9645 -3.4503 -3.2347 0.2 -0.1 0.0
N 0.6984 -0.3753 1.1067 0.1 -0.1 0.2
N -0.2261 -0.7798 2.0507 0.0 -0.1 0.1
N 2.8440 0.2853 -0.5733 0.3 -0.2 0.1
N 0.5571 3.4897 0.3421 0.0 0.3 0.1
N -4.0715 0.2297 1.3898 0.1 0.1 -0.2
N -0.8562 -2.5143 -4.5342 -0.1 0.0 -0.1
N -0.1712 -1.4448 -2.4597 0.0 0.0 0.0
N -1.3097 -3.5936 -2.4078 -0.1 -0.1 0.1
N -1.8305 0.2931 0.6817 -0.1 -0.1 0.2
C -4.4942 -1.5910 4.5438 0.0 0.0 0.0
C 0.7277 4.6880 2.4071 0.0 0.0 0.0
C -0.0085 -4.2586 -2.4979 0.0 0.0 0.0
C 0.7999 4.6356 -0.2876 0.0 0.1 -0.1
C 0.4365 -3.2020 -4.5762 0.0 0.0 0.0
C -3.0797 0.5731 0.5512 -0.3 0.1 -0.1
C 3.9143 0.5325 -1.3166 0.1 0.1 -0.1
C -1.1259 -2.3101 -1.7452 0.0 0.1 0.1
C -4.8164 -0.8650 3.4173 0.0 0.0 0.0
C 1.2040 7.1568 2.5010 0.0 0.1 0.1
C 1.1054 -2.1744 -2.5485 0.1 0.1 0.0
C 4.2916 -0.8528 0.9716 -0.1 0.1 -0.1
C -1.4451 -0.4394 1.8044 0.1 0.0 0.1
C -3.1707 -1.9528 4.7975 0.0 0.0 0.0
C 0.9808 5.8875 1.7451 0.0 -0.2 -0.1
C -2.1688 -1.5884 3.9233 -0.1 0.0 0.0
C 5.2021 0.1223 -0.9939 0.0 0.0 0.0
C 5.3942 -0.5871 0.1770 0.0 0.0 0.0
C -3.7999 -0.5009 2.5401 0.1 -0.1 0.1
C 0.5270 3.5328 1.6747 0.0 0.0 0.1
C 1.0162 5.8417 0.3567 0.0 0.0 0.1
C 1.8878 -0.7123 1.4148 -0.3 0.0 0.2
C -0.6762 -1.2550 -3.8281 0.0 0.0 0.0
C 3.0371 -0.4017 0.5622 0.3 -0.1 0.0
C -1.7903 -3.3424 -3.7677 0.0 0.0 0.0
C -2.4699 -0.8514 2.7735 -0.2 0.0 0.1
H 6.0260 0.3591 -1.6517 0.0 0.0 0.0
H -0.1331 -5.2171 -3.0052 0.0 0.0 0.0
H -5.2751 -1.8812 5.2330 0.0 0.0 0.0
H 1.2098 6.7347 -0.2219 0.0 0.0 0.0
H 1.1489 -2.5894 -5.1341 0.0 0.0 0.0
H 0.3144 -4.1553 -5.0935 0.0 0.0 0.0
H -1.6379 -0.7326 -3.7794 0.0 0.0 0.0
H 2.0585 7.0563 3.1710 0.0 0.0 0.0
H 1.4811 -2.3469 -1.5361 0.0 0.0 0.0
H 6.3788 -0.9265 0.4675 0.0 0.0 0.0
H -5.0165 0.5072 1.1816 0.0 0.0 0.0
H 1.3903 7.9917 1.8287 0.0 0.0 0.0
H 1.8298 -1.5550 -3.0866 0.0 0.0 0.0
H -2.0900 -1.7948 -1.6867 0.0 0.0 0.0
H -2.7577 -2.8361 -3.7181 0.0 0.0 0.0
H -3.4012 1.1447 -0.3162 0.0 0.0 0.0
H -0.7563 -2.4707 -0.7283 0.0 0.0 0.0
H 0.0332 -0.6326 -4.3840 0.0 0.0 0.0
H 0.3326 2.5927 2.1812 0.0 0.0 0.0
H 0.6884 4.6514 3.4878 0.0 0.0 0.0
H 0.3695 -4.4412 -1.4891 0.0 0.0 0.0
H 4.3909 -1.4031 1.8966 0.0 0.0 0.0
H 0.8253 4.5972 -1.3733 0.0 0.0 0.0
H -5.8409 -0.5816 3.2132 0.0 0.0 0.0
H -1.1398 -1.8610 4.1036 0.0 0.0 0.0
H 0.3341 7.3950 3.1138 0.0 0.0 0.0
H -2.9318 -2.5231 5.6838 0.0 0.0 0.0
H -1.9213 -4.2963 -4.2818 0.0 0.0 0.0
H 3.7467 1.0922 -2.2320 0.0 0.0 0.0
H 2.0808 -1.2548 2.3421 0.0 0.0 0.0